1.
Density functional theory data (wB97M-V/def2-TZVPD) for an isolated ion of composition C5H10ClN2 and charge +1.

Summary:
**Total charge**: +1
**Frontier orbital gap**: 9.643 eV
**SMILES string**: C=C(Cl)/[NH+]=C\N(C)C
**Energy above the lowest of the compared OMol25 structures with the same formula, charge and spin**: 73.9 kcal/mol

Last column: Löwdin charge in e.
Geometry (Å):
C: -0.313 -3.160 2.414  0.038
C: 0.064 -1.952 2.082  -0.691
Cl: 0.905 -0.692 2.952  0.727
N: -0.411 -1.486 0.760  0.069
C: -0.306 -0.440 -0.158  0.001
N: 0.215 0.751 -0.424  -0.143
C: 1.286 1.643 0.120  0.027
C: -0.248 1.225 -1.646  -0.066
H: -0.100 -3.576 3.443  0.114
H: -1.069 -3.771 2.041  0.065
H: -0.994 -2.187 0.416  0.108
H: -0.870 -0.717 -1.032  0.145
H: 2.144 1.509 -0.538  0.109
H: 0.936 2.614 -0.154  0.074
H: 1.527 1.477 1.235  0.099
H: 0.291 1.079 -2.519  0.099
H: -1.243 0.892 -1.765  0.095
H: -0.321 2.338 -1.515  0.130

---

2.
Density functional theory data (wB97M-V/def2-TZVPD) for C13H18F6N2O8RbS3 as an isolated structure.

Summary:
**Total charge**: -2
**Frontier orbital gap (spin up / spin down)**: 5.479 / 5.480 eV
**2S+1**: 2
**Energy above the lowest of the compared OMol25 structures with the same formula, charge and spin**: 28.0 kcal/mol
**Expectation value of S²**: 0.758

Last column: Mulliken spin population.
Geometry (Å):
Rb: -0.530 -0.212 0.004  -0.012
C: 3.439 -0.024 2.086  0.000
O: 2.453 0.748 2.745  0.000
C: 2.116 1.927 2.027  -0.001
C: 0.825 2.493 2.611  0.000
O: -0.354 2.166 1.901  0.000
C: -0.965 3.208 1.181  0.000
C: -0.409 3.425 -0.223  0.003
O: -1.118 2.609 -1.124  -0.002
C: -0.556 2.648 -2.423  0.000
H: 4.376 0.541 1.984  0.000
H: 3.112 -0.328 1.090  0.000
H: 3.617 -0.905 2.701  0.000
H: 1.988 1.693 0.970  0.000
H: 2.935 2.657 2.128  0.000
H: 0.908 3.582 2.719  0.000
H: 0.721 2.051 3.607  0.000
H: -0.899 4.149 1.746  0.000
H: -2.016 2.921 1.084  0.000
H: 0.663 3.185 -0.250  -0.003
H: -0.534 4.482 -0.512  0.000
H: -0.558 3.680 -2.809  0.000
H: -1.168 2.016 -3.063  -0.001
H: 0.462 2.257 -2.432  0.003
F: 3.886 -0.667 -4.166  0.018
C: 3.820 0.291 -3.209  0.528
F: 4.736 -0.050 -2.263  0.019
F: 4.344 1.412 -3.803  0.029
S: 1.823 -0.366 -1.995  0.183
O: 1.886 0.681 -0.950  0.058
O: 0.675 -0.146 -2.899  0.050
N: 1.382 -1.786 -1.163  0.085
S: 0.225 -2.439 -1.976  0.026
O: 0.486 -2.915 -3.308  0.002
O: -1.116 -1.982 -1.679  0.009
C: 0.210 -4.091 -1.052  0.003
F: 1.275 -4.856 -1.366  0.001
F: -0.888 -4.799 -1.385  0.001
F: 0.205 -3.968 0.295  0.001
O: -1.848 -0.352 2.186  0.000
N: -2.643 -1.219 1.649  -0.001
C: -2.217 -2.492 1.498  0.001
C: -2.982 -3.478 0.925  0.000
C: -4.263 -3.153 0.487  0.000
C: -4.714 -1.863 0.654  0.000
C: -3.919 -0.858 1.238  0.000
S: -4.487 0.725 1.486  0.000
H: -1.222 -2.664 1.881  0.000
H: -2.571 -4.471 0.812  0.000
H: -4.891 -3.900 0.016  0.000
H: -5.702 -1.561 0.341  0.000

---

no.,E_tot (eV)
1,-20840.65281
2,-82596.17522